C6H14O | ωB97M-V with the def2-TZVPD basis set

The geometry in ORCA input format:
```
! wB97M-V def2-TZVPD RIJCOSX def2/J DEFGRID3
* xyz 0 1
C -0.42 -0.36 -0.23
H -0.62 -0.55 -4.65
H -1.29 -1.02 -0.06
H -0.75 -0.74 2.63
C -0.56 0.36 -1.57
H 2.05 0.42 3.17
H 0.27 1.06 -1.70
H -1.49 0.95 -1.60
H 0.39 -1.20 -2.69
C 0.97 0.36 3.24
H -1.37 -1.36 -2.59
H 0.79 -1.12 1.81
C -0.55 -0.63 -2.72
H 0.45 -1.03 -0.29
C -0.22 0.55 0.97
H -1.11 1.15 1.17
H 2.88 1.45 1.89
H 0.48 0.71 4.15
H 0.62 1.24 0.79
O -0.68 0.08 -3.93
C 0.17 -0.31 2.20
*
```

- F_max: 0.83 eV Å⁻¹
- Molecular weight: 102.18 g mol⁻¹
- HOMO-LUMO gap (spin up / spin down): 10.65 / 7.57 eV
- ΔE to the lowest compared entry with this formula, charge and spin: 120.8 kcal per mole

***

C27H42As2N2O3SZn | ωB97M-V with the def2-TZVPD basis set

The geometry in ORCA input format:
```
! wB97M-V def2-TZVPD RIJCOSX def2/J DEFGRID3
* xyz -2 1
H -3.82 0.78 -2.59
H 3.08 2.46 -1.19
H 1.93 -2.04 4.06
H 3.61 2.33 2.84
H 0.93 -4.87 2.71
H -2.78 -0.57 -3.07
As 0.66 2.39 1.90
H 1.37 4.75 1.23
H 0.75 3.75 4.14
H 0.90 -2.35 -1.80
H 6.97 -0.48 0.95
H 2.20 -3.80 3.32
H -4.06 -0.81 -1.85
C -0.73 -2.55 2.40
H 0.91 -0.77 -4.23
H -0.76 4.16 3.29
C 1.89 -0.74 -3.76
H -0.61 2.63 4.18
H 4.63 3.65 -2.72
H -1.35 -1.73 2.03
C 1.28 -2.92 -2.64
H -4.61 -0.39 0.62
H -4.24 1.10 1.50
C -2.29 0.22 -1.18
H -0.43 -2.32 3.42
C -0.08 3.34 3.55
H 4.73 1.92 -0.87
C 1.59 -0.95 1.54
N -1.76 0.67 1.05
C 3.06 -0.33 4.77
H -1.38 0.87 2.84
C 3.24 1.30 2.90
H 3.25 -2.05 -2.73
C 5.17 0.58 1.32
As 0.85 -2.76 1.24
O -2.22 0.72 2.37
H 3.36 -2.78 0.65
H 3.36 -0.75 5.72
C 3.73 0.70 4.21
C 3.85 -1.83 0.87
S 1.64 0.42 -2.34
Zn 0.30 0.09 0.19
H 3.55 -0.14 -0.98
H 4.11 0.04 -2.66
N -1.02 0.26 -1.45
C 5.24 -1.77 0.76
H 2.46 -4.71 1.84
H -4.70 1.17 -0.22
H 5.24 2.10 -3.33
H 5.82 -2.65 0.51
C 1.75 1.17 2.90
H 4.56 1.19 4.72
C 5.89 -0.54 1.02
H 5.67 1.53 1.47
C 1.93 3.86 1.53
O 1.44 1.74 -2.98
O -0.58 -0.10 -2.61
H 2.60 3.59 0.71
H 0.44 -3.12 -3.31
C -4.15 0.60 0.54
C 2.05 -0.97 3.97
H 3.22 1.31 0.78
C 1.55 -0.27 2.89
C 1.72 -4.17 2.42
H 2.60 -0.22 -4.41
C 3.93 1.91 -1.61
H -1.33 -3.46 2.41
C 3.48 0.47 -1.88
C 3.05 -0.77 1.26
C -2.70 0.51 0.17
H 3.55 2.57 -3.61
H 1.67 -3.87 -2.27
C 2.37 -2.13 -3.37
C 3.69 0.59 1.50
H 2.67 -2.67 -4.28
H 2.53 4.11 2.41
C -3.31 -0.12 -2.23
C 4.37 2.61 -2.89
*
```

- F_max: 2.98 eV Å⁻¹
- Molecular weight: 689.95 g mol⁻¹
- HOMO-LUMO gap: 2.87 eV

***

C7H12NPS | ωB97M-V with the def2-TZVPD basis set

The geometry in ORCA input format:
```
! wB97M-V def2-TZVPD RIJCOSX def2/J DEFGRID3
* xyz 0 1
H 0.97 -2.50 1.00
H 0.02 1.82 -0.48
P -0.45 0.22 2.22
C -0.53 3.08 3.35
H -1.29 0.84 -2.80
N 0.37 -0.56 1.18
H -0.05 3.47 4.16
H 1.24 -3.02 -2.26
C 0.53 -1.67 0.45
C -0.61 0.38 -1.97
H -1.24 -1.61 -2.18
C -0.62 -0.93 -1.63
C 0.17 -1.85 -0.82
H -0.37 -3.63 -1.92
H -1.17 3.86 2.73
H 1.43 1.10 -1.27
H 0.37 2.23 -2.12
H -1.18 2.42 3.82
C 0.35 1.35 -1.35
H 0.96 -3.92 -0.85
C 0.55 -3.20 -1.50
S 0.55 2.11 2.24
*
```

- F_max: 4.43 eV Å⁻¹
- Molecular weight: 173.22 g mol⁻¹
- HOMO-LUMO gap: 7.18 eV
- ΔE to the lowest compared entry with this formula, charge and spin: 12.9 kcal per mole
- SMILES: C\C=C/C(C)=C\N=P\SC

***

C33H53Cl2F4N3O5S | ωB97M-V with the def2-TZVPD basis set

The geometry in ORCA input format:
```
! wB97M-V def2-TZVPD RIJCOSX def2/J DEFGRID3
* xyz 0 1
H -2.14 -1.81 0.01
H -3.62 1.99 -0.29
H 8.22 0.35 -2.96
H 0.75 1.12 -2.51
O 2.35 -0.81 -1.98
F 1.54 2.99 2.06
O 0.34 -2.50 -0.35
F 0.43 5.23 1.79
C -2.14 4.95 -3.25
H -1.64 1.05 -1.51
C -0.36 0.30 4.03
H 5.70 -2.54 -3.01
H 7.08 -1.21 -1.38
F 2.64 3.51 0.09
N -5.92 1.90 -1.57
H -3.29 5.17 -3.09
H -1.93 -1.02 -2.99
H -2.15 3.13 -1.67
H -6.58 1.80 -2.37
C 0.69 -0.30 2.90
C -2.81 1.31 1.73
C 6.52 -0.70 -2.17
H 4.76 -1.08 -3.38
H 2.61 -3.29 0.50
H -7.27 0.68 -0.39
H -4.36 -2.83 -0.95
H -0.67 4.51 0.12
H 2.85 -2.25 2.04
Cl 0.07 2.00 4.68
C -0.20 -0.61 5.44
H -0.42 -0.37 -1.56
C 0.99 4.19 -3.58
H -1.63 2.61 0.36
O 2.19 1.06 0.05
H -4.12 3.11 1.18
H -0.44 -1.73 5.11
H -6.22 2.00 1.44
H -5.59 -0.21 -0.83
H 1.07 -7.33 4.51
C 0.12 3.24 -2.49
C -1.25 5.83 -4.31
H 0.98 -2.82 -1.05
H -1.69 6.72 -4.97
C 0.91 2.04 -1.77
H -5.44 0.30 1.71
H -3.01 1.75 2.82
C -1.36 1.80 1.20
H -0.77 -1.14 1.55
C 5.35 -1.58 -2.61
C 0.21 -0.49 1.37
H 4.70 -1.79 -1.76
C -4.02 2.00 0.81
H -4.02 -4.48 -1.22
C 0.35 5.42 -4.45
C -5.46 1.22 0.96
C -1.44 3.69 -2.40
F 1.15 5.45 -0.46
C -2.36 -0.87 -0.64
C -2.67 -1.49 -2.17
H 2.07 2.26 -2.02
H 2.58 -4.94 2.67
C 7.45 -0.34 -3.33
H 2.20 -5.87 5.14
H -0.36 -4.53 4.05
N 8.61 -2.46 -4.36
C -2.70 -3.13 -2.19
H -1.82 -3.52 -1.52
H -3.41 -0.46 -0.30
Cl 2.48 0.27 3.17
H 0.77 -1.42 3.32
H 6.90 0.19 -4.10
C 1.25 3.14 0.58
H -4.96 1.74 -2.00
H 1.03 6.00 -5.21
O 3.79 -0.94 -0.02
H -1.48 0.14 3.78
C 0.48 -5.27 3.71
H 0.04 -5.88 2.79
C -1.18 0.21 -0.84
C -6.10 0.82 -0.52
O 1.08 -3.60 1.94
H 0.41 -6.05 5.86
H 6.12 0.22 -1.74
C 8.11 -1.52 -3.90
H -2.59 -3.47 -3.32
H 0.91 -0.62 5.82
H 2.01 -3.50 3.88
H -1.00 -0.33 6.24
C -0.32 0.79 0.47
C 1.10 -6.21 4.90
H 2.14 3.96 -3.77
H -2.95 0.14 1.87
C 0.88 1.76 -0.19
C 0.43 4.50 0.47
C 1.15 -1.56 0.49
C 2.03 -2.64 1.32
H -0.92 2.45 2.09
S 2.34 -0.49 -0.48
N -4.09 -3.55 -1.69
H -3.75 -1.14 -2.51
C 1.69 -4.30 3.08
*
```

- F_max: 8.85 eV Å⁻¹
- Molecular weight: 750.77 g mol⁻¹
- HOMO-LUMO gap: 8.62 eV
- ΔE to the lowest compared entry with this formula, charge and spin: 381.6 kcal per mole
- SMILES: CCCOC[C@@]1(O)[C@@H]([C@@H](Cl)[C@@H](C)Cl)[C@@](CCCCN)(CCCCCN)[C@@](Cc2ccccc2)(C(F)(F)C(F)F)OS1(=O)=O.CCCC#N

***

C5H4BrCl | ωB97M-V with the def2-TZVPD basis set

The geometry in ORCA input format:
```
! wB97M-V def2-TZVPD RIJCOSX def2/J DEFGRID3
* xyz 0 1
C 1.88 0.24 -0.04
Cl -0.58 -0.78 -2.15
H -1.91 0.01 1.07
C 0.33 0.26 0.08
H 2.46 0.98 -0.77
C 1.10 0.81 1.13
H -2.89 -0.72 -0.10
C -0.79 -0.28 -0.52
C -1.86 -0.48 0.20
H 2.31 -0.78 0.04
Br 1.15 1.49 2.80
*
```

- F_max: 8.57 eV Å⁻¹
- Molecular weight: 179.44 g mol⁻¹
- HOMO-LUMO gap: 8.33 eV
- ΔE to the lowest compared entry with this formula, charge and spin: 78.2 kcal per mole
- SMILES: C=C(Cl)C1=C(Br)C1

***

C3H9InO4P | ωB97M-V with the def2-TZVPD basis set

The geometry in ORCA input format:
```
! wB97M-V def2-TZVPD RIJCOSX def2/J DEFGRID3
* xyz 3 1
P -0.26 0.47 0.10
H -0.35 -2.97 0.36
C 0.49 0.15 2.66
H -0.50 0.49 2.98
O -0.75 -1.02 -0.15
H 0.94 -0.05 -2.99
C 0.37 0.76 -2.47
O 0.73 0.72 -1.11
C 0.09 -2.16 -0.27
H -0.71 0.71 -2.67
H 1.29 0.65 3.21
H 0.58 -0.94 2.84
O -1.34 1.45 0.19
H 1.13 -2.00 -0.01
O 0.77 0.40 1.26
In -3.10 4.09 0.28
H -0.09 -2.49 -1.32
H 0.69 1.74 -2.90
*
```

- F_max: 0.98 eV Å⁻¹
- Molecular weight: 254.89 g mol⁻¹
- HOMO-LUMO gap: 2.94 eV
- ΔE to the lowest compared entry with this formula, charge and spin: 18.4 kcal per mole

***

C58H160N14O16 | ωB97M-V with the def2-TZVPD basis set

The geometry in ORCA input format:
```
! wB97M-V def2-TZVPD RIJCOSX def2/J DEFGRID3
* xyz 0 1
H -5.76 4.21 3.96
H 1.50 1.57 -6.85
N -3.93 -7.32 2.29
H -2.26 4.69 2.77
H 2.17 -1.38 0.76
H 0.47 2.31 -8.70
N -0.94 2.84 -0.31
H 5.08 4.39 1.57
N 0.41 0.52 1.28
C 4.26 -0.12 -3.14
H -6.87 -3.97 -3.31
O -0.86 -5.50 1.83
C 5.25 -2.11 0.70
C -3.97 -1.39 3.56
C 1.68 -3.46 3.74
N -4.21 -1.59 5.01
H -4.20 8.50 2.11
H -5.93 8.19 2.24
H 4.92 -2.64 3.81
C -1.46 -2.03 -2.32
H 6.97 -5.73 0.04
H -4.98 -1.88 1.69
C 2.05 -5.27 -1.84
H 5.86 -2.36 -1.75
H 7.48 -2.97 -1.70
H -4.45 -7.54 3.14
H -6.05 7.47 -2.58
C 6.14 2.46 1.85
H 1.17 8.73 2.61
C 0.32 -5.90 1.20
H 5.30 1.05 0.47
H 2.22 0.76 -2.82
O 7.44 0.54 2.48
H 4.92 3.62 3.22
H -0.04 0.17 -8.11
C 2.11 -5.69 -5.49
H 4.89 1.53 -2.08
H 1.89 -4.51 3.47
C -5.36 1.97 -1.64
O -0.98 2.74 7.22
C -2.85 2.06 5.77
H -4.62 -4.39 -4.70
C 7.83 -0.35 3.49
H 1.07 -5.85 -1.81
H 1.15 4.14 3.84
C 0.35 6.04 2.32
C -3.00 -6.21 2.55
H -4.10 -2.50 5.36
H 2.90 -3.33 -1.58
H -4.49 4.41 -1.74
C -0.89 7.58 3.82
H -2.13 4.64 -1.66
N 2.88 -5.86 -0.77
H -0.26 6.54 1.53
O -3.50 -4.56 -2.83
H -1.39 -2.05 -3.40
C 5.21 -0.32 -4.36
C 2.91 -2.55 3.45
C 2.54 3.00 -1.22
H -5.87 -3.87 1.28
H 3.71 -5.28 -0.76
H -6.45 3.95 2.40
H 4.64 -1.33 0.14
H 4.65 -3.05 0.66
H 4.20 -4.08 3.45
H -3.79 1.49 5.72
C 1.94 -3.79 -1.71
H 4.54 1.10 2.03
H 1.31 5.79 1.89
H -1.58 -5.67 4.14
C 1.49 0.68 4.56
H 0.37 -5.51 0.11
H -1.05 2.76 -5.44
C 0.71 3.80 2.89
H 0.59 3.29 -5.17
H -2.69 1.56 7.73
H 0.75 -3.07 3.27
H 1.46 -5.28 -6.28
H 3.08 -2.34 2.41
H -4.86 -1.29 -4.77
C -4.57 6.01 1.92
H 5.35 -1.74 1.73
H 6.19 -6.27 -1.45
C -2.31 -6.43 3.91
C -0.58 -1.01 -0.45
H -1.69 -7.30 1.37
H -4.26 2.17 -1.30
H -0.63 3.12 -7.96
H -0.47 -2.04 0.03
N 0.35 2.83 -7.81
H -4.57 -2.28 -2.41
H -0.59 0.69 1.40
H -1.27 4.58 -3.22
H -5.51 6.05 1.19
C 2.74 -5.60 -3.18
H -1.97 -5.91 -2.51
C -2.50 -5.45 -3.30
H -3.56 -5.26 2.66
N -5.77 6.70 -2.02
C 6.78 -5.46 -0.99
C 4.32 -2.49 -4.88
H 2.72 0.16 0.01
H 8.29 0.23 4.26
C -1.97 -6.24 1.44
H 3.73 -5.21 -3.20
C 0.44 7.00 3.52
H 0.65 0.73 -0.79
H 6.45 4.32 2.77
H 7.74 -5.24 -1.43
H -6.11 -5.17 2.59
H 3.44 2.77 -0.69
C 6.64 1.62 2.99
O 1.88 -5.06 -4.26
H 5.73 0.24 -1.72
C -1.53 3.99 -2.33
H -2.41 -1.58 -2.07
O -5.35 -3.34 3.15
C 0.81 4.49 -1.33
C 6.66 -2.29 0.08
N 4.10 -3.23 3.96
H 2.47 1.15 4.41
H 5.44 0.66 -4.76
C -0.02 2.45 -5.41
O 1.50 -0.57 3.87
N -5.55 -1.81 -4.21
H -3.61 6.37 1.38
H -0.87 8.45 4.43
H 8.28 -0.99 -0.31
H 0.02 1.68 -4.61
C -5.56 4.26 -1.71
H 2.13 -1.09 -1.07
H -1.32 -3.03 -1.89
H -5.31 6.24 -4.39
H -5.08 8.66 3.80
H -1.43 3.52 6.93
C -5.49 5.26 -3.94
H -3.64 -0.95 5.52
H 8.50 -1.08 3.05
H -1.38 3.62 0.24
C 2.92 0.60 -3.61
H 0.00 2.54 -2.07
C -4.30 4.52 2.33
H -1.45 0.80 6.84
H 0.43 -7.02 1.22
H -4.50 4.79 -3.76
O -5.84 3.03 -2.34
H -1.50 -0.51 -0.21
H -5.93 -4.21 -1.89
O 1.83 3.97 -0.55
H 4.20 -3.14 -5.72
H 3.19 1.54 -3.98
O -0.31 4.77 2.57
H -3.24 5.26 3.91
H -2.96 -6.22 -3.96
H 6.08 -0.73 -3.86
H 0.57 1.13 4.15
C -0.61 -1.62 -6.37
H 7.26 -3.02 0.75
H 7.26 2.32 3.58
H -7.26 5.33 -2.62
H 0.72 6.39 4.38
H -1.72 -1.24 3.20
H -6.16 -2.27 -4.93
H 2.85 -6.70 -3.28
H -1.42 6.73 4.32
H 3.91 -1.12 -2.80
C 0.60 -0.07 -0.04
H 1.17 -5.50 1.81
N 1.46 8.06 3.39
H 1.58 -3.55 4.78
C 6.53 -3.03 -1.18
H -5.97 1.82 -0.75
C -0.35 0.60 -7.19
H 3.20 -6.79 -1.02
C -6.14 -4.09 2.33
H 3.11 -5.55 -5.86
O -0.46 -1.22 -1.80
H 1.95 -6.79 -5.52
H -1.46 7.72 2.97
H -2.27 -2.90 3.43
C -0.40 3.43 -1.52
O -0.13 -0.34 -6.10
H -1.52 0.83 -7.24
H 2.91 3.41 -2.22
H 3.40 -2.39 -4.22
N 5.05 1.59 1.26
H 0.31 2.78 2.98
H 2.74 -1.45 5.32
H -2.37 -5.96 0.47
C 2.73 -1.21 4.22
H -0.01 -2.02 -7.20
H -2.53 2.75 4.00
H 2.40 0.01 -4.34
H -4.55 -7.08 1.52
H -4.15 -0.30 3.43
H -1.74 -4.93 -3.88
O -2.22 1.98 4.52
H -5.25 2.77 3.09
H -1.73 -1.57 -6.61
H -5.33 1.21 -2.38
H 1.49 3.76 2.13
C -5.53 3.83 2.96
C 5.60 3.78 2.35
H -5.96 4.66 -4.66
H 1.29 -3.48 -0.84
C -5.15 -1.96 2.80
H -5.91 4.32 -0.68
H 1.46 -3.42 -2.61
H 5.70 1.21 3.61
O 5.98 -4.31 -1.13
C -1.98 1.72 6.96
N 4.80 0.52 -1.92
C -4.06 -3.78 -3.91
H -3.30 -3.24 -4.38
H 1.09 4.74 -2.34
H -6.09 -1.45 3.03
C -6.28 -3.47 -2.58
H 2.33 7.66 2.98
C -5.02 -2.79 -3.30
C 1.96 -0.67 -0.03
H 0.66 -0.25 1.93
C 0.43 1.83 -6.77
H -7.22 -3.93 2.41
O 4.72 -1.16 -5.33
H -1.80 -7.42 3.96
C -6.15 5.39 -2.55
H -0.15 2.49 0.23
O -4.72 6.78 3.05
H 3.53 -0.48 3.95
C -4.99 8.13 2.83
H 0.39 5.35 -0.85
H 6.93 2.58 1.10
H -5.93 6.86 -1.03
H -3.13 3.09 5.96
N -3.16 4.52 3.21
N 7.29 -0.98 -0.08
H -6.79 -2.67 -2.00
H 7.15 -0.32 0.73
H -3.06 -6.45 4.72
H -4.03 3.92 1.45
H -0.54 -2.26 -5.52
H 1.39 0.54 5.61
H -2.64 -2.10 1.97
H -2.18 3.11 -2.56
H 6.94 -0.80 3.92
C -2.56 -1.94 3.03
H 1.99 2.07 -1.39
H 5.12 -2.81 -4.22
*
```

- F_max: 3.93 eV Å⁻¹
- Molecular weight: 1310.00 g mol⁻¹
- HOMO-LUMO gap: 9.21 eV
- ΔE to the lowest compared entry with this formula, charge and spin: 28.4 kcal per mole